(1)
19
Properties=species:S:1:pos:R:3 method="wB97M-V/def2-TZVPD" total_charge=0 total_energy_ha=-448.70148 e_homo_ev=-6.7 de_lowest_kj_mol=229.2 orbital_gap_ha=0.277
N 0.9371 0.3184 0.1055
C -0.4714 0.9966 0.4978
C -1.1404 -0.2014 0.4428
N 1.3632 0.5993 -1.2303
N 1.9981 0.4431 1.0470
N -2.5143 -0.5197 0.3456
N -0.1712 -2.0221 -0.8696
C -0.0731 -1.1851 0.2120
N -0.6891 2.2510 0.6459
H 0.8253 -0.0193 -1.8367
H 1.0984 1.5569 -1.4573
H 2.8650 0.2999 0.5376
H 1.9747 1.3882 1.4232
H -3.0267 -0.4598 1.2195
H -2.9786 0.0832 -0.3253
H 0.1329 2.8454 0.5746
H -0.9275 -1.8417 -1.5152
H 0.3167 -2.9055 -0.8621
H 0.4809 -1.6275 1.0451

***

(2)
19
Properties=species:S:1:pos:R:3 method="wB97M-V/def2-TZVPD" total_charge=0 total_energy_ha=-448.50027 e_homo_ev=-8.1 de_lowest_kj_mol=757.5 orbital_gap_ha=0.315
C -1.8609 0.5017 1.3347
C -0.1460 0.3013 0.0115
C 1.2913 -2.6110 -0.1943
H -1.8628 1.8176 0.7818
H -1.4826 0.5719 2.4323
H -3.2347 -0.1332 1.0660
H -0.8351 2.2853 0.4197
H 0.2880 3.0686 -1.3243
H 1.6729 2.1408 -0.7110
H 1.1241 0.0625 -1.6797
H -0.6506 -2.2029 -0.9350
H 0.9767 -3.6893 -0.7633
H 2.2502 -1.1050 0.9890
N -0.9243 -0.3573 0.8259
N -0.4505 1.6019 -0.3259
N 0.5688 2.1264 -1.0660
N 0.6659 -0.4164 -0.8099
N 0.4022 -1.7005 -0.8349
N 2.2074 -2.2625 0.7832

***

(3)
15
Properties=species:S:1:pos:R:3 method="wB97M-V/def2-TZVPD" total_charge=-1 total_energy_ha=-250.22135 e_homo_ev=-2.0 de_lowest_kj_mol=183.8 orbital_gap_ha=0.209
C 0.5702 -1.7266 3.1316
O 1.2087 -1.4637 2.0066
H -0.4473 -1.2665 3.2245
H 0.3249 -2.8037 3.4632
H 1.0174 -1.4381 4.1574
C -1.3541 0.9127 -1.2075
N 0.0698 0.9453 -0.9346
C 0.8449 1.0067 -2.1577
H -1.6908 1.9234 -1.5326
H -1.7412 0.2089 -1.9686
H -2.1005 0.7386 -0.4229
H 0.1443 0.0858 -0.3971
H 1.8433 0.7065 -1.8488
H 0.7788 1.9697 -2.6553
H 0.5317 0.2010 -2.8581

***

(4)
15
Properties=species:S:1:pos:R:3 method="wB97M-V/def2-TZVPD" total_charge=-1 total_energy_ha=-250.25526 e_homo_ev=-2.4 de_lowest_kj_mol=94.8 orbital_gap_ha=0.237
C -0.0445 -1.7749 -0.0415
N -1.0702 -0.7829 -0.4411
C -0.4997 0.0641 -1.6233
O 0.1038 -0.6943 -2.4629
H 0.2735 -2.3744 -0.9733
H -0.4956 -2.4763 0.6546
H 0.8074 -1.3037 0.3459
H -1.7846 -1.3624 -0.8800
H 0.1088 0.8337 -1.0728
H -1.3781 0.5792 -1.9704
C 0.7852 1.8464 1.7018
H 0.6705 2.5451 2.5741
H -0.2040 1.5610 1.3062
H 1.3517 0.9687 2.0102
H 1.3759 2.3707 0.8725